{"formula": "C47H40BrN4O2PPt", "method": "wB97M-V/def2-TZVPD", "elements": ["Pt", "C", "O", "C", "N", "C", "C", "C", "C", "C", "C", "C", "C", "C", "C", "C", "C", "N", "C", "N", "C", "C", "O", "C", "C", "C", "C", "C", "C", "H", "H", "H", "H", "H", "H", "H", "H", "H", "H", "H", "H", "H", "H", "H", "H", "H", "H", "H", "C", "C", "C", "C", "C", "Br", "N", "C", "H", "H", "H", "H", "H", "H", "C", "C", "C", "C", "C", "C", "P", "C", "C", "C", "C", "C", "C", "C", "C", "C", "C", "C", "C", "H", "H", "H", "H", "H", "H", "H", "H", "H", "H", "H", "H", "H", "H", "H"], "coordinates": [[0.475395, -0.507876, 0.863978], [-2.697950, -0.382600, 3.876831], [-2.271571, -1.762296, 3.543621], [-1.322994, -1.655009, 2.678095], [-1.033186, -0.471328, 2.229091], [-1.942823, 0.525305, 2.870359], [-1.248357, 1.686750, 3.528274], [-1.643177, 2.981708, 3.209252], [-1.104516, 4.064228, 3.892964], [-0.161338, 3.854450, 4.889118], [0.237261, 2.561141, 5.210864], [-0.315138, 1.479935, 4.541944], [-0.573897, -2.826101, 2.186348], [-0.708739, -4.157839, 2.522240], [0.173417, -5.069617, 1.934137], [1.169136, -4.642241, 1.059502], [1.233785, -3.288690, 0.770697], [0.370202, -2.446401, 1.321690], [2.250306, -2.550792, -0.005134], [2.241999, -1.250255, -0.075712], [3.651213, -0.877120, -0.513889], [4.099470, -2.192240, -1.163469], [3.247545, -3.199672, -0.506371], [3.892303, 0.325538, -1.385918], [3.086792, 1.450828, -1.357223], [3.409687, 2.574913, -2.105851], [4.553972, 2.582041, -2.887674], [5.378117, 1.464823, -2.907369], [5.053554, 0.343750, -2.159782], [-2.391694, -0.213822, 4.905970], [-3.778524, -0.347671, 3.788400], [-2.620115, 0.883055, 2.090689], [-2.409411, 3.145219, 2.457806], [-1.443797, 5.067977, 3.670989], [0.240701, 4.694803, 5.439898], [0.951357, 2.397931, 6.007485], [-0.028788, 0.473987, 4.834890], [-1.461087, -4.476309, 3.232928], [0.095375, -6.120994, 2.182575], [1.883601, -5.332243, 0.629102], [4.200097, -0.747434, 0.425188], [5.126342, -2.465044, -0.944706], [3.901376, -2.241628, -2.233314], [2.217121, 1.456370, -0.721733], [2.775190, 3.453228, -2.070816], [4.812770, 3.454466, -3.472011], [6.280244, 1.467472, -3.503890], [5.727261, -0.504780, -2.181467], [-0.837201, 4.732960, -0.612834], [0.025488, 3.802555, 0.187344], [1.050411, 4.257152, 1.017124], [1.799457, 3.364398, 1.770681], [1.525278, 2.027454, 1.626955], [2.420875, 0.704044, 2.635250], [0.588903, 1.555953, 0.796283], [-0.174212, 2.432256, 0.123964], [-0.739739, 5.757857, -0.261582], [-1.888401, 4.449936, -0.548088], [-0.550909, 4.716176, -1.666120], [1.248350, 5.319334, 1.100151], [2.569530, 3.697350, 2.453266], [-0.973784, 2.017713, -0.474478], [-5.287874, 0.340716, 0.087544], [-4.733797, -0.767328, 0.733579], [-3.437981, -1.151895, 0.456632], [-2.679904, -0.441424, -0.490138], [-3.247085, 0.664357, -1.139788], [-4.545120, 1.052846, -0.843508], [-1.065793, -0.954605, -1.025585], [-0.871072, -2.693609, -1.362645], [-1.888162, -3.648269, -1.237530], [-1.682041, -4.934288, -1.717528], [-0.477160, -5.275793, -2.319192], [0.531194, -4.322523, -2.467873], [0.335703, -3.038309, -2.000956], [-0.622179, -0.136381, -2.556753], [0.141202, 1.013342, -2.744521], [0.284212, 1.550177, -4.012905], [-0.356409, 0.967793, -5.098357], [-1.129759, -0.173651, -4.918976], [-1.253810, -0.741389, -3.663902], [-6.307593, 0.633894, 0.302709], [-5.329327, -1.336238, 1.436351], [-3.036705, -2.025774, 0.950268], [-2.698302, 1.189619, -1.912357], [-4.986076, 1.893675, -1.362180], [-2.856362, -3.396166, -0.836858], [-2.480053, -5.661975, -1.650084], [-0.332171, -6.277756, -2.702684], [1.449942, -4.579711, -2.978035], [1.089719, -2.280353, -2.190153], [0.657307, 1.483636, -1.924516], [0.905657, 2.424328, -4.154498], [-0.248740, 1.396521, -6.086045], [-1.630929, -0.632709, -5.760784], [-1.853066, -1.635816, -3.555246]], "forces_ev_per_angstrom": [[0.23, 0.25, 0.28], [0.06, 0.02, 0.01], [0.02, -0.02, 0.01], [-0.03, 0.01, 0.10], [0.11, -0.13, -0.07], [-0.09, 0.05, -0.04], [-0.10, 0.05, 0.01], [0.02, -0.01, -0.02], [-0.01, 0.02, 0.02], [-0.01, 0.00, -0.01], [0.00, -0.01, 0.03], [0.05, -0.02, -0.03], [-0.01, -0.15, 0.07], [0.00, 0.00, 0.03], [-0.01, -0.02, 0.03], [0.02, 0.06, -0.02], [0.00, -0.10, 0.15], [0.04, 0.21, -0.10], [0.20, 0.02, 0.16], [-0.45, -0.01, -0.23], [0.12, 0.04, 0.01], [0.06, 0.01, 0.14], [0.05, -0.02, 0.05], [0.06, -0.06, -0.08], [0.06, 0.04, 0.14], [-0.03, -0.01, 0.00], [0.00, 0.00, -0.04], [-0.01, 0.01, 0.00], [-0.07, -0.03, -0.07], [-0.03, 0.03, 0.00], [-0.01, -0.01, -0.02], [0.02, 0.04, 0.02], [0.01, 0.00, 0.00], [0.00, -0.01, 0.00], [0.00, 0.00, -0.01], [-0.01, 0.00, 0.01], [0.00, 0.00, 0.00], [0.00, 0.00, -0.01], [0.00, 0.01, 0.00], [0.00, 0.01, 0.00], [-0.07, 0.04, 0.03], [0.01, 0.01, -0.05], [-0.04, 0.00, -0.01], [0.08, 0.03, -0.07], [0.01, -0.01, 0.00], [0.00, 0.01, 0.01], [0.00, 0.00, 0.01], [0.00, 0.01, -0.01], [-0.02, 0.01, 0.01], [0.02, -0.06, 0.02], [-0.02, -0.01, -0.01], [0.02, 0.01, 0.01], [0.03, 0.08, 0.15], [-0.01, -0.11, -0.12], [-0.02, -0.14, 0.07], [-0.11, 0.08, -0.01], [0.00, 0.00, 0.00], [0.01, 0.00, -0.01], [0.01, 0.00, 0.00], [0.00, 0.00, 0.00], [0.00, 0.00, -0.01], [0.02, 0.01, 0.00], [0.02, -0.01, 0.02], [0.00, 0.01, -0.02], [-0.04, -0.06, -0.06], [0.06, -0.06, -0.06], [-0.03, 0.09, -0.06], [0.03, -0.01, 0.00], [0.10, -0.03, -0.08], [-0.03, 0.03, -0.19], [0.12, 0.08, 0.07], [0.04, -0.02, 0.00], [0.01, 0.04, 0.02], [-0.07, -0.09, 0.01], [-0.14, 0.01, -0.26], [-0.02, -0.01, -0.05], [0.06, 0.00, 0.14], [0.00, 0.02, -0.05], [-0.02, -0.02, 0.03], [0.01, 0.00, 0.02], [0.02, 0.01, 0.03], [0.00, -0.01, 0.00], [0.00, 0.00, -0.01], [-0.01, -0.09, -0.03], [-0.01, 0.01, 0.02], [0.00, 0.00, 0.00], [-0.10, 0.09, 0.11], [0.01, -0.01, 0.00], [-0.01, 0.00, -0.01], [0.01, -0.02, -0.01], [-0.15, -0.05, -0.08], [-0.01, -0.07, -0.07], [0.00, 0.00, 0.00], [0.00, 0.00, 0.00], [0.01, 0.00, 0.00], [0.00, -0.03, 0.02]], "charge": 4, "relative_energy_ev": 0.0000, "e_homo_ev": -18.5, "e_tot_ev": -141984.689, "gap_ev": 5.05}